1.
Entry from OMol25: C18H21N2O2S2Zn as an isolated structure (the ωB97M-V functional and the def2-TZVPD basis).

LUMO	2.906	eV
HOMO energy	-4.210	eV
molar mass	426.9	g/mol
energy	-3534.28355	hartree
ΔE to the lowest compared entry with this formula, charge and spin	0.0	kcal/mol
net charge	-1

```
46
Properties=species:S:1:pos:R:3:lowdin_charge:R:1
Zn -0.8402 1.4168 0.3270 0.364
S -3.0104 1.6693 -0.4919 0.601
S 0.2391 1.7701 2.3480 0.596
O 0.5243 2.4239 -0.6558 -0.196
O 2.7955 2.8625 -0.5257 -0.074
N -1.7873 -0.8953 0.7330 -0.203
N 0.8205 -0.1880 -0.0854 -0.193
C -3.3367 -2.3960 -0.4474 -0.050
C 2.9931 2.0127 2.1475 -0.099
C 2.9852 2.7244 -1.9157 -0.089
C 4.1911 1.4899 1.8580 -0.104
C -3.4715 0.0016 -0.8020 -0.624
C -2.2626 -0.6057 2.0875 -0.105
C 1.6942 2.1335 -0.0850 -0.623
C -4.3769 -2.6247 -1.3356 -0.116
C -4.5262 -0.2536 -1.6923 -0.139
C 1.9675 0.6442 0.2137 -0.301
C 3.2985 0.0429 0.1153 -0.039
C 1.7637 1.7435 1.3727 -0.596
C 4.3509 0.4843 0.8178 -0.096
C 0.6473 -1.2824 0.8596 -0.175
C -2.8681 -1.1096 -0.1853 -0.285
C 0.7896 -0.6077 -1.4836 -0.046
C -4.9728 -1.5372 -1.9628 -0.118
C -0.7340 -1.9100 0.7100 -0.182
H 3.3246 1.7087 -2.1610 0.083
H -0.2225 -0.8961 -1.7760 0.086
H -2.8783 -3.2399 0.0582 0.105
H -2.9883 0.2065 2.0435 0.071
H 1.4076 -2.0654 0.7178 0.123
H -4.9827 0.5977 -2.1841 0.088
H 1.0871 0.2382 -2.1014 0.094
H -4.7178 -3.6354 -1.5274 0.088
H 5.0494 1.7405 2.4720 0.088
H 1.4621 -1.4556 -1.6793 0.086
H -5.7843 -1.6888 -2.6655 0.091
H -1.4227 -0.2815 2.7045 0.026
H -0.7865 -2.4513 -0.2330 0.107
H -0.8742 -2.6461 1.5121 0.121
H -2.7348 -1.4921 2.5375 0.089
H 2.0659 2.9393 -2.4627 0.083
H 2.8610 2.6396 3.0220 0.092
H 3.7608 3.4333 -2.2035 0.083
H 3.4115 -0.8186 -0.5379 0.105
H 5.3211 0.0191 0.6844 0.087
H 0.7672 -0.8614 1.8580 0.096
```

2.
Entry from OMol25: C46H61N3P3SSiZn as an isolated structure (the ωB97M-V functional and the def2-TZVPD basis).

LUMO	-2.805	eV
HOMO energy	-9.018	eV
molar mass	874.5	g/mol
energy	-5444.72420	hartree
ΔE to the lowest compared entry with this formula, charge and spin	4.7	kcal/mol
net charge	+1

```
116
Properties=species:S:1:pos:R:3:lowdin_charge:R:1
Zn 1.0235 -0.1167 -0.0959 0.414
S 5.3773 0.9783 0.9101 1.114
P 0.6585 -2.6201 0.9973 1.045
P 0.4299 1.7403 -2.1309 1.066
P -0.7807 2.3701 2.3966 1.067
Si -1.2439 -0.0385 0.2780 0.563
N 1.9615 -1.2790 -1.7156 0.118
N 3.8562 -1.6289 -2.8150 0.200
N 3.0455 0.2791 0.2293 -0.040
C -2.7034 -1.9967 -1.2750 -0.097
C 1.9725 -4.5812 -0.6647 -0.099
C 3.8960 -0.2624 -0.7067 -0.302
C 0.4591 2.1975 3.7802 -0.552
C 2.9144 -3.0502 -4.6945 -0.004
C -0.6721 5.1226 2.7041 -0.118
C -3.7073 0.1380 4.2837 -0.065
C 0.0648 2.6611 5.1766 -0.105
C -2.0293 1.0978 2.8273 -0.377
C -1.3702 1.9882 -1.8367 -0.361
C -0.0446 -2.7963 2.7119 -0.532
C -3.4511 3.0633 -2.4816 -0.062
C -3.4234 1.4807 -0.6854 -0.111
C -0.6255 0.3499 -4.3335 -0.108
C -2.8118 1.1512 3.9815 -0.085
C -1.6592 3.9559 2.7717 -0.571
C 0.5386 4.6693 -2.4640 -0.109
C -0.8338 -2.8920 -0.0424 -0.390
C -2.7790 4.1375 1.7490 -0.118
C 3.2527 -1.0547 -1.7454 -0.274
C 0.5216 -3.3831 -4.4069 -0.054
C 1.0413 -2.7666 3.7861 -0.126
C -1.1798 -4.1660 -0.4982 -0.108
C 2.8704 -2.2849 -3.5341 -0.180
C -2.0901 2.8666 -2.6519 -0.104
C -2.1696 0.0206 1.9374 -0.308
C 0.4830 -2.6219 -3.2589 -0.026
C -3.0125 -3.2609 -1.7548 -0.071
C -0.9698 -3.9925 2.9113 -0.097
C 1.5889 3.6025 -0.4819 -0.139
C 0.7692 2.3295 -4.9815 -0.108
C 5.2089 0.0178 -0.4927 -0.304
C 1.2417 3.4109 -1.9589 -0.538
C 0.5531 1.2400 -3.9335 -0.530
C 1.6841 -2.0580 -2.8282 -0.229
C 0.9187 0.7362 3.8134 -0.149
C -3.0808 -0.9932 2.2608 -0.102
C -2.0512 1.2595 -0.8428 -0.302
C 3.1397 -3.7202 1.3767 -0.125
C 1.7747 -4.1001 0.7855 -0.516
C -1.6266 -1.7789 -0.4090 -0.321
C -2.2566 -4.3541 -1.3504 -0.068
C 3.6947 0.9573 1.1323 -0.427
C 1.7169 -3.5903 -5.1161 -0.064
C -4.1218 2.3712 -1.4850 -0.067
C -3.8357 -0.9439 3.4229 -0.065
H -1.5843 3.3969 -3.4466 0.086
H -0.3740 -0.2176 -5.2316 0.086
H 3.5802 -2.9042 0.7964 0.058
H -1.3514 -3.9944 3.9349 0.086
H 3.0837 -3.3978 2.4152 0.047
H 3.2080 1.4628 1.9532 0.088
H 1.1117 0.3477 2.8088 0.026
H -2.3756 4.1290 0.7320 0.068
H -0.2767 5.2371 1.6922 0.065
H -0.6017 -5.0276 -0.1879 0.105
H 1.2074 5.5241 -2.3394 0.084
H -0.3589 4.8693 -1.8777 0.077
H 1.3617 -4.9154 1.3866 0.098
H 1.4491 0.6075 -3.9334 0.081
H -0.6418 -1.8854 2.8121 0.070
H -2.7334 1.9953 4.6545 0.095
H 0.1734 4.9941 3.3824 0.060
H -1.8230 -3.9657 2.2355 0.064
H 0.9123 2.5562 5.8589 0.083
H 6.0670 -0.2896 -1.0670 0.087
H 1.6982 -4.1972 -6.0112 0.110
H -1.1718 6.0560 2.9703 0.084
H 2.2133 2.7909 -0.1008 0.031
H -5.1839 2.5192 -1.3356 0.110
H 1.7516 -1.9510 3.6365 0.056
H 0.6824 3.6171 0.1259 0.034
H 2.1188 4.5459 -0.3310 0.086
H -0.8960 -0.3593 -3.5497 0.054
H -0.3896 -3.8380 -4.7718 0.113
H 1.5886 3.0042 -4.7348 0.066
H -2.5033 -5.3494 -1.6970 0.109
H 1.9223 -5.6689 -0.7223 0.088
H -0.7472 2.0562 5.5807 0.068
H 1.5964 -3.7069 3.8104 0.074
H 1.3008 2.8170 3.4425 0.090
H -3.5228 3.3424 1.8167 0.069
H -3.8487 -3.3955 -2.4295 0.108
H 1.2395 -4.1863 -1.3633 0.037
H 2.1775 3.2801 -2.5163 0.101
H 0.1455 0.1027 4.2519 0.077
H -2.0902 3.9194 3.7764 0.095
H 1.0038 1.8613 -5.9403 0.084
H 0.5835 -2.6373 4.7687 0.086
H -4.5363 -1.7389 3.6454 0.108
H -0.2435 3.7067 5.1918 0.065
H -0.4432 -4.9384 2.7600 0.075
H 2.9584 -4.2843 -1.0297 0.073
H -3.9589 0.9423 0.0899 0.105
H 4.8344 -1.5869 -3.0453 0.170
H 3.8197 -4.5732 1.3243 0.088
H -4.3039 0.1952 5.1851 0.108
H 0.2604 4.6208 -3.5130 0.056
H -1.5103 0.9502 -4.5463 0.078
H -3.9839 3.7488 -3.1280 0.109
H -3.2151 -1.8321 1.5877 0.097
H -3.3158 -1.1554 -1.5815 0.100
H -0.1330 2.9237 -5.1303 0.069
H -3.2851 5.0927 1.9042 0.083
H 1.8244 0.6208 4.4159 0.085
H 3.8350 -3.2228 -5.2355 0.115
H -0.4332 -2.4755 -2.7015 0.090
```

3.
Entry from OMol25: a 3-piece molecular cluster, C3H12N2O2 overall at a distorted geometry (the ωB97M-V functional and the def2-TZVPD basis).

LUMO	-4.600	eV
HOMO energy	-9.159	eV
molar mass	108.1	g/mol
energy	-381.15085	hartree
ΔE to the lowest compared entry with this formula, charge and spin	228.5	kcal/mol

```
19
Properties=species:S:1:pos:R:3:lowdin_charge:R:1
O -2.2875 -0.2341 1.1986 -0.207
O 1.7100 1.4870 -0.8179 -0.206
N 2.0756 -0.5719 1.1616 0.032
N 0.6156 -0.8668 -0.4576 0.037
C -0.6928 -0.7059 -0.9845 -0.217
C -1.2607 0.7426 -1.1062 -0.081
C 0.6531 -0.6604 0.9202 -0.315
H 2.3034 -0.5345 2.1682 0.097
H 2.1923 0.3463 0.7290 0.044
H -1.2071 1.2042 -0.0820 0.071
H -0.6805 1.3027 -1.8646 0.079
H 2.3478 2.0482 -1.1055 -0.092
H -1.2751 -1.0919 -0.0269 0.112
H -0.7267 -1.3211 -1.9731 0.154
H -2.3252 0.6916 -1.3612 0.080
H 0.0199 -1.5299 1.3783 0.183
H 0.2778 0.2701 1.3364 0.150
H -3.0868 -0.3781 1.7034 -0.033
H 1.3469 -0.1983 -0.8161 0.112
```

4.
Entry from OMol25: C35H49As2BInN5O12 as an isolated structure at a distorted geometry (the ωB97M-V functional and the def2-TZVPD basis).

LUMO	-6.604	eV
HOMO energy	-13.166	eV
molar mass	1007.3	g/mol
energy	-7225.66188	hartree
net charge	+2

```
105
Properties=species:S:1:pos:R:3:lowdin_charge:R:1
In 0.4242 0.0479 0.8563 1.096
As 0.6606 2.8242 -0.3865 1.355
As 4.0010 4.3924 1.3975 1.429
O 0.7515 -2.6172 -0.4288 0.118
O 2.6465 3.0413 3.3541 -0.075
O 0.3292 -3.0447 1.7554 0.201
O 4.7088 2.0853 -1.0329 0.112
O -0.5574 6.4713 -0.0565 0.032
O 1.2532 1.6460 2.3348 -0.045
O 3.0640 7.1530 1.2250 0.105
O 2.7418 -0.5817 1.7088 0.010
O 4.3378 -1.4768 0.5968 0.117
O 1.3657 6.9497 2.6033 0.031
O 2.9951 2.3266 -2.4668 -0.107
O -1.2447 4.5365 0.7088 0.067
N 3.2992 -0.8630 0.6513 -0.404
N 4.2080 -1.3005 -1.9725 0.250
N 2.0982 -0.6088 -2.6214 0.024
N 2.6388 -0.4780 -0.4254 0.091
N 0.8081 -0.1588 -2.3180 0.074
C 2.1267 -7.7680 1.4479 -0.560
C -2.4525 -1.1631 2.5191 -0.020
C -0.3283 5.2562 0.3593 -0.578
C 1.9827 -6.1012 -0.4161 -0.011
C 2.2131 2.4269 2.2745 -0.536
C 2.1796 6.4759 1.6912 -0.573
C 0.3656 7.2574 -0.7981 -0.003
C 3.6353 -7.9591 1.2227 -0.035
C -3.9013 -1.7052 -1.5196 -0.063
C 1.1156 -3.9368 -0.1629 -0.166
C -1.8396 0.0286 2.8939 -0.304
C 1.3277 -8.8254 0.6697 -0.033
C -2.4756 0.9511 0.7350 -0.065
C -3.1252 -0.2292 0.3838 -0.207
C -5.3663 0.1243 -0.6322 -0.043
C -1.2053 0.1857 4.2408 -0.017
C 1.8360 -7.9348 2.9403 -0.058
C 0.8573 -4.2039 1.1805 -0.130
C 0.4446 3.5493 -2.2224 -0.216
C 3.0192 -0.8071 -1.6650 -0.378
C 3.5400 2.3183 -1.2353 -0.577
C -3.9177 -0.3078 -0.8991 -0.383
C 2.0277 2.7420 4.6029 0.010
C 1.0365 4.6358 0.4424 -0.224
C -1.8472 1.0867 1.9766 -0.124
C 0.4972 6.1652 3.4010 -0.009
C 2.5468 2.4510 -0.1690 -0.330
C 3.0033 2.7287 1.0885 -0.317
C 2.0623 5.0780 1.1577 -0.221
C 4.6055 4.9624 -0.3759 -0.266
C -3.0903 -1.2851 1.2928 0.005
C 1.1547 -5.4255 1.7488 0.092
C 3.9119 2.2348 -3.5554 -0.019
C 1.7345 -6.3958 0.9295 -0.150
C 1.6885 -4.8790 -0.9908 0.029
B 0.2867 -2.1678 0.7557 -0.659
H -5.4048 1.1338 -0.2315 0.084
H 2.2320 1.7055 4.8792 0.114
H 0.9677 6.0234 4.3769 0.107
H 5.5140 4.4236 -0.6454 0.039
H 3.8949 -7.9418 0.1682 0.077
H 0.3055 8.2750 -0.4155 0.117
H 4.4435 3.1817 -3.6636 0.110
H 2.3127 -0.8993 -3.5719 0.174
H -0.4216 6.7379 3.5251 0.115
H -5.8392 -0.5482 0.0788 0.091
H -4.2852 -1.6636 -2.5359 0.088
H 1.9006 -4.6765 -2.0271 0.121
H 3.3302 2.0334 -4.4537 0.100
H 3.9483 -8.9165 1.6290 0.092
H 4.1930 -7.1721 1.7262 0.093
H -2.4871 -1.9861 3.2206 0.134
H 2.4710 3.4202 5.3286 0.113
H 4.8705 -1.4836 -1.2173 0.122
H 0.2667 5.1963 2.9553 0.081
H 0.9499 2.9008 4.5290 0.100
H 0.1351 -0.9258 -2.3805 0.107
H 0.9534 -5.6069 2.7889 0.124
H 1.2247 4.2667 -2.4720 0.047
H 0.5375 0.5696 -2.9783 0.093
H -2.5198 1.8148 0.0783 0.119
H -5.9399 0.0985 -1.5553 0.088
H -3.6138 -2.2022 1.0679 0.128
H -3.4785 0.3993 -1.6130 0.134
H 0.4512 2.7471 -2.9554 0.012
H 2.3826 -7.2013 3.5290 0.089
H 4.4737 -1.5469 -2.9125 0.140
H -1.4172 -0.6718 4.8747 0.094
H 3.8534 4.8356 -1.1533 0.033
H 1.3940 6.9039 -0.7285 0.086
H 4.8515 6.0212 -0.2890 0.039
H -1.5753 1.0828 4.7352 0.098
H -0.1205 0.2765 4.1301 0.071
H -4.5408 -2.3833 -0.9610 0.083
H -0.5254 4.0504 -2.2736 0.050
H 2.4355 -6.8539 -1.0406 0.116
H -1.4639 2.0619 2.2600 0.116
H 1.5314 -9.8119 1.0761 0.092
H 2.1572 -8.9231 3.2584 0.092
H 4.6450 1.4484 -3.3656 0.091
H 0.0404 7.2482 -1.8410 0.108
H 0.7712 -7.8511 3.1447 0.089
H 0.2604 -8.6335 0.7591 0.094
H 1.5895 -8.8343 -0.3847 0.080
H -2.8907 -2.1150 -1.5396 0.075
```